DFT (the ωB97M-V functional and the def2-TZVPD basis) results for one molecule with the formula C20H18N2O3.

Atoms and positions in Å:
H -0.953 4.081 0.506
C 0.180 -2.471 -3.478
N 0.643 0.311 1.499
H -1.816 -1.844 4.669
H -1.090 -0.811 -3.083
C -0.854 1.793 -2.709
H 2.948 -3.294 -1.734
C 1.174 0.469 3.825
H 2.272 -1.284 -0.486
C 1.310 -3.179 -3.110
O -1.827 2.142 -3.330
C -1.218 -1.078 0.745
H 1.149 2.549 -2.498
C -0.203 -1.340 -2.776
H -0.800 3.932 -1.259
C -0.184 -0.686 5.436
C 0.894 0.146 5.132
C -1.014 1.118 -1.355
C 1.685 -1.619 -1.330
C -0.088 -0.148 0.549
H 1.506 0.538 5.930
C 2.064 -2.748 -2.031
C -0.980 -1.200 4.437
H 1.602 -4.061 -3.659
C -0.705 -0.884 3.107
C 0.544 2.012 -3.223
H -2.242 -1.974 2.267
H -1.875 0.442 -1.412
C -0.621 3.439 -0.306
O -1.898 -1.564 -0.137
O -2.148 1.860 0.610
N -1.449 -1.374 2.068
H -0.397 -0.929 6.466
H 1.014 1.049 -3.413
H 0.501 2.577 -4.151
H 1.082 0.960 -0.794
C 0.379 -0.039 2.793
C -1.361 2.134 -0.257
H -0.415 -2.801 -4.317
C 0.548 -0.903 -1.695
C 0.201 0.312 -0.858
H 1.998 1.114 3.566
H 0.447 3.256 -0.201

Max |F|   0.0190 Eh/bohr
SMILES   CC(=O)C(C(C)=O)[C@H](c1ccccc1)c1nc2ccccc2[nH]c1=O
HOMO level   -8.67 eV
Relative energy (zero: lowest compared OMol25 entry of this formula, charge and spin)   25.9 kcal per mole
Energy   -30155.68602 eV
Kohn-Sham gap   8.533 eV